{"formula": "C26H22N2O4", "method": "the ωB97M-V functional and the def2-TZVPD basis", "gap_ev": 5.601, "total_charge": 0, "molar_mass_g_mol": 426.472, "relative_energy_kj_mol": 1051.91, "homo_ev": -7.0, "e_tot_ev": -38480.613, "elements": ["C", "C", "C", "C", "O", "C", "C", "C", "C", "C", "C", "C", "C", "O", "C", "C", "C", "C", "C", "H", "H", "H", "H", "H", "H", "H", "H", "H", "H", "H", "H", "H", "H", "H", "C", "C", "C", "N", "C", "C", "C", "C", "N", "O", "O", "C", "C", "H", "H", "H", "H", "H", "H", "H"], "positions_angstrom": [[-6.2952, 2.0787, -0.8274], [-5.4903, 0.7902, -1.0752], [-4.1220, 1.1811, -0.6738], [-4.1263, 2.5263, -0.2249], [-5.3673, 3.1048, -0.3017], [-2.9701, 3.1515, 0.2312], [-1.8109, 2.4393, 0.2234], [-1.7221, 1.0477, -0.1998], [-0.4474, 0.3046, -0.2010], [0.7397, 1.1108, -0.5604], [2.0102, 0.5828, -0.1711], [3.1751, 1.2801, -0.4470], [3.0776, 2.5430, -1.0759], [4.2931, 3.1541, -1.2342], [5.3187, 2.2438, -0.6792], [4.5989, 0.9642, -0.2080], [1.8637, 3.1126, -1.4764], [0.7215, 2.3979, -1.2259], [-2.9464, 0.4726, -0.6722], [-6.7336, 2.4798, -1.7482], [-7.0827, 1.9315, -0.0778], [-5.8914, -0.0382, -0.4747], [-5.5390, 0.4837, -2.1276], [-3.0252, 4.1795, 0.5659], [-0.8836, 2.9266, 0.4941], [0.0310, -0.2309, 0.8540], [2.0908, -0.3747, 0.3581], [6.0526, 2.0543, -1.4727], [5.8141, 2.7730, 0.1444], [4.8411, 0.7476, 0.8404], [4.9387, 0.0997, -0.8004], [1.8468, 4.0617, -1.9448], [-0.2403, 2.8178, -1.4863], [-2.9823, -0.5364, -1.1156], [-1.7999, -1.4546, 1.3820], [-0.6581, -1.2932, 0.3368], [-1.1991, -1.7148, -1.0043], [-1.6105, -2.4285, -1.8172], [0.4400, -2.3715, 0.6753], [0.6074, -2.8355, 2.0053], [1.7126, -3.5964, 2.3246], [2.6350, -3.9068, 1.3138], [3.8168, -4.6272, 1.6276], [4.6204, -4.8525, 0.6884], [4.0263, -5.0015, 2.8025], [2.4415, -3.5076, -0.0116], [1.3233, -2.7674, -0.3387], [-1.5689, -0.9515, 2.3480], [-2.7331, -1.0305, 0.9899], [-1.8725, -2.5685, 1.5030], [-0.1291, -2.6502, 2.7849], [1.8944, -3.9667, 3.3126], [3.1795, -3.7973, -0.7417], [1.1366, -2.5389, -1.3905]], "mulliken_charge": [-0.367, -0.662, 0.559, 0.309, -0.554, -1.533, -0.901, -0.030, 0.270, 1.317, -0.734, 0.643, 0.113, -0.551, -0.384, -0.525, -1.808, -0.252, -0.299, 0.275, 0.277, 0.215, 0.262, 0.418, 0.823, 0.011, 0.346, 0.277, 0.254, 0.284, 0.202, 0.468, 0.705, 0.318, -1.958, 3.190, -0.501, -0.804, -0.518, -0.378, -0.771, -0.221, 0.974, -0.592, -0.596, -0.611, -0.204, 0.311, 0.452, 0.572, 0.455, 0.522, 0.531, 0.404]}

***

{"formula": "C26H22N6OPbS", "method": "the ωB97M-V functional and the def2-TZVPD basis", "gap_ev": [4.774, 5.518], "total_charge": 4, "molar_mass_g_mol": 673.770, "relative_energy_kj_mol": 26.97, "homo_ev": [-19.2, -19.2], "e_tot_ev": -54348.200, "elements": ["Pb", "C", "C", "N", "C", "C", "N", "C", "C", "C", "C", "C", "N", "C", "C", "N", "C", "C", "N", "C", "C", "C", "N", "C", "C", "H", "H", "H", "H", "H", "H", "H", "H", "H", "H", "H", "H", "C", "C", "C", "C", "C", "C", "C", "S", "C", "O", "H", "H", "H", "H", "H", "H", "H", "H", "H", "H"], "positions_angstrom": [[-0.8575, 0.5377, -0.4263], [0.7295, 3.2266, 3.2324], [0.4989, 2.6448, 1.9780], [-0.2627, 1.5705, 1.8617], [-0.8237, 1.0208, 2.9470], [-0.5629, 1.6101, 4.2000], [0.1876, 2.6778, 4.2883], [-1.7017, -0.1501, 2.7605], [-2.3776, -0.7191, 3.8425], [-3.2387, -1.7991, 3.6417], [-3.3937, -2.2652, 2.3347], [-2.6975, -1.6444, 1.2934], [-1.8669, -0.6157, 1.5134], [-2.9236, -2.0559, -0.1040], [-3.5166, -3.2797, -0.4619], [-3.8327, -3.5293, -1.7067], [-3.6097, -2.6525, -2.6530], [-2.9232, -1.4721, -2.3368], [-2.5830, -1.2060, -1.0846], [-3.9879, -2.3979, 4.7756], [-4.6739, -1.5768, 5.6741], [-5.4045, -2.1779, 6.7007], [-5.4070, -3.4695, 6.7911], [-4.7823, -4.2938, 6.0121], [-4.0389, -3.7827, 4.9474], [1.3339, 4.1158, 3.3653], [0.9219, 3.0655, 1.0797], [-0.9497, 1.2367, 5.1383], [-2.2340, -0.3296, 4.8363], [-4.0821, -3.0687, 2.1234], [-3.7171, -4.0765, 0.2409], [-3.9436, -2.8889, -3.6551], [-2.6763, -0.7494, -3.1005], [-4.6889, -0.5023, 5.5850], [-5.9766, -1.5980, 7.4165], [-4.8653, -5.3570, 6.2033], [-3.5031, -4.4668, 4.3097], [6.4180, 1.0588, -4.1491], [5.3407, 0.2127, -3.6481], [5.2331, -0.1225, -2.2780], [4.1040, -0.7363, -1.7840], [3.0632, -1.0630, -2.6556], [3.1929, -0.8392, -4.0311], [4.3225, -0.2310, -4.5299], [1.4520, -1.7388, -2.1408], [1.9860, -3.2087, -1.2248], [0.9773, -0.8038, -1.0022], [7.0108, 1.5217, -3.3621], [6.0381, 1.8177, -4.8483], [7.0898, 0.4725, -4.7984], [6.0517, 0.1231, -1.6183], [4.0410, -0.9665, -0.7321], [2.4085, -1.1532, -4.7017], [4.4308, -0.0507, -5.5911], [2.5322, -2.9246, -0.3310], [2.6019, -3.8276, -1.8700], [1.0936, -3.7651, -0.9489]], "mulliken_charge": [1.353, -0.447, -0.136, -0.210, 0.056, -0.086, -0.478, 0.107, -0.436, 0.568, -0.573, 0.561, -0.436, 0.051, -0.223, -0.478, -0.373, -0.176, -0.386, 0.339, -0.334, -0.511, 0.093, -0.492, -0.343, 0.419, 0.436, 0.428, 0.632, 0.612, 0.384, 0.435, 0.492, 0.556, 0.427, 0.428, 0.548, -1.284, 0.733, -0.801, -0.321, 0.615, -0.428, -0.537, 0.508, -1.028, -0.477, 0.408, 0.410, 0.393, 0.456, 0.387, 0.458, 0.499, 0.358, 0.436, 0.406]}

***

Which formula does entry 2 have?
C26H22N6OPbS